ORCA calculation (ωB97M-V with the def2-TZVPD basis set) on a cluster of 5 separate species, C39H79NO14S in total at a distorted geometry.

Each line ends with the Mulliken charge.
Geometry (Å):
S -3.42 0.31 -2.22  1.063
O -4.37 0.85 8.07  -0.367
O -2.25 -0.76 -2.12  -0.309
O 1.62 -1.14 2.67  -0.603
O -4.39 -0.12 -3.17  -0.653
O -0.38 5.66 4.18  -0.160
O -2.79 1.58 -2.44  -0.602
O -2.75 3.20 7.36  -0.361
O -1.28 -4.19 0.69  -0.558
O -0.74 -2.15 -6.47  -0.294
O 4.28 -8.47 -5.80  -0.366
O -2.85 -2.76 2.60  -0.637
O -2.01 7.67 5.60  -0.422
O -3.59 -1.63 -7.00  -0.403
O 4.05 -6.33 -3.78  -0.367
N 1.42 -5.83 -0.98  -0.558
C 3.03 -7.27 -4.11  -0.268
C 4.32 1.86 -1.81  -0.891
C 1.25 -3.27 -0.99  0.540
C -0.29 5.96 5.57  -0.738
C -0.18 1.19 1.76  -0.472
C 0.36 -2.56 1.25  0.141
C -1.24 -1.32 -7.51  -0.553
C 3.49 0.60 -1.45  0.451
C 5.69 -8.43 -5.67  -0.696
C -0.49 -0.27 1.89  0.889
C -3.00 0.04 1.73  -1.750
C -3.54 0.61 9.18  -0.694
C 0.16 6.67 3.34  -0.932
C -3.88 -1.97 -5.65  -0.561
C 3.61 2.84 -2.76  -1.116
C 3.61 -8.59 -4.56  -0.724
C -1.62 6.40 6.12  -0.275
C 0.89 -4.65 -1.62  -0.833
C 1.49 -3.23 0.53  -1.112
C 1.29 3.16 2.08  -0.763
C 1.24 4.26 -0.25  -1.112
C -4.10 2.99 6.97  -0.249
C 4.26 -5.36 -4.79  -0.719
C -4.11 0.37 -0.58  -1.002
C 1.88 3.23 0.66  0.518
C -1.75 -0.76 1.89  0.857
C 1.07 1.69 2.47  -1.067
C 4.13 -0.73 -1.89  -1.266
C 1.52 3.94 -1.72  -0.620
C 3.02 4.08 -2.09  -0.757
C -3.02 0.83 0.40  0.204
C -3.00 7.57 4.59  -0.619
C -2.55 -0.67 -7.12  -0.321
C -1.93 -2.24 1.99  -0.100
C -1.84 2.36 6.67  -0.825
C -4.86 2.18 7.99  -0.671
C -0.90 -3.03 1.28  0.955
C -0.95 -3.53 -6.71  -0.722
C 0.60 -1.30 2.00  -0.982
H 2.42 -5.80 -0.89  0.234
H 0.16 4.25 -0.12  0.461
H -0.11 1.40 0.69  0.246
H 0.01 5.03 6.07  0.379
H -2.39 5.65 5.93  0.171
H -2.14 1.31 6.72  0.442
H 2.48 0.70 -1.83  0.140
H 2.79 -9.30 -4.70  0.383
H 2.85 2.31 -3.33  0.572
H 3.94 -1.49 -1.14  0.135
H 4.59 2.38 -0.89  0.412
H 1.93 1.12 2.15  0.310
H -0.12 6.43 2.32  0.208
H -2.44 -0.11 -6.18  0.146
H -1.75 2.67 5.62  0.289
H 3.12 4.94 -2.75  0.441
H 2.95 3.39 0.74  0.504
H 3.40 0.57 -0.36  -0.204
H -3.05 1.90 0.56  0.592
H -2.75 1.36 9.26  0.286
H 1.73 -4.20 0.96  0.747
H 6.08 -9.41 -5.38  0.323
H -2.00 -3.74 -6.95  0.333
H -2.97 -2.26 -5.11  0.227
H -2.85 0.03 -7.90  0.392
H -4.87 1.13 -0.66  0.391
H 3.42 -4.66 -4.83  0.254
H 3.67 -1.07 -2.81  0.299
H 2.09 -2.85 -1.54  -0.046
H 2.37 -6.86 -4.88  0.312
H -4.57 3.98 6.88  0.369
H 1.25 2.90 -1.91  0.262
H -3.11 8.56 4.14  0.254
H -4.36 -1.14 -5.14  0.301
H -4.13 0.61 10.11  0.335
H -3.84 -0.65 1.72  0.610
H -0.25 7.66 3.60  0.461
H 6.01 -7.68 -4.95  0.297
H -1.36 -1.88 -8.43  0.330
H 2.36 -2.61 0.70  0.167
H 1.29 -4.64 -2.63  0.390
H 0.30 3.62 2.06  0.167
H -1.44 -0.30 -2.36  0.288
H 4.28 -8.99 -3.79  0.362
H 5.17 -4.81 -4.54  0.266
H -0.87 2.47 7.15  0.284
H -0.18 -4.74 -1.74  0.293
H -4.54 -0.59 -0.31  0.469
H -5.91 2.13 7.70  0.384
H -3.96 7.27 5.01  0.309
H -0.31 -3.88 -7.52  0.316
H 1.75 2.26 0.19  -0.555
H -3.08 -0.37 9.06  0.241
H 5.19 -0.60 -2.06  0.502
H 0.91 1.60 3.54  0.573
H -1.53 6.52 7.21  0.389
H -4.15 2.50 5.99  0.196
H 0.48 6.71 5.75  0.422
H 0.99 -5.96 -0.07  0.279
H 1.89 3.68 2.82  0.520
H -2.07 0.65 -0.07  -0.299
H -2.71 6.86 3.81  0.219
H -4.80 2.66 8.97  0.360
H 6.11 -8.18 -6.65  0.239
H -1.86 -4.67 1.29  0.376
H 1.25 6.69 3.42  0.317
H 5.23 1.52 -2.30  0.592
H -4.56 -2.83 -5.66  0.291
H -0.69 -4.06 -5.79  0.193
H -1.03 1.78 2.11  0.509
H 3.61 4.32 -1.21  0.367
H 1.64 5.25 -0.03  0.305
H -3.19 0.68 2.58  0.336
H -0.50 -0.53 -7.68  0.374
H 0.91 4.55 -2.38  0.461
H 2.44 -7.42 -3.20  0.338
H 4.40 -5.82 -5.77  0.353
H 4.35 3.18 -3.48  0.356
H 0.41 -2.61 -1.20  -0.095

- SMILES string: CCCCCCCCCCCC1=C(CCCS(=O)(=O)O)C(=O)C(O)=C(CCCN)C1=O.COCCOC.COCCOC.COCCOC.COCCOC
- HOMO-LUMO gap: 8.073 eV
- Energy above the lowest of the compared OMol25 structures with the same formula, charge and spin: 0.00 kcal per mole
- Total charge: 0

ORCA calculation (ωB97M-V with the def2-TZVPD basis set) on a cluster of 6 separate species, C30H64B2F9N6O16P2S in total at a distorted geometry.

Each line ends with the Mulliken charge.
Geometry (Å):
S -2.42 -0.76 5.42  1.420
P -1.21 2.10 -3.03  -0.318
P -1.26 3.33 -0.24  0.863
F -0.41 1.50 3.77  -0.346
F -2.44 1.31 3.04  -0.271
F -2.27 0.77 5.75  -0.329
F -3.73 -0.56 4.57  -0.273
F -1.65 -1.66 3.10  -0.254
F -3.33 -0.89 6.70  -0.321
F -2.58 -2.35 5.21  -0.354
F -1.17 -1.10 6.35  -0.355
F -0.09 -0.93 4.25  -0.306
O -2.73 2.79 -3.28  -0.492
O -3.78 -0.78 -1.76  -0.611
O 3.73 -1.44 -0.37  -0.444
O -2.37 3.24 0.69  -0.761
O 0.94 3.19 7.52  -0.658
O 3.33 -4.30 -2.34  -0.565
O 2.51 1.36 -3.68  -0.153
O -1.01 -0.49 -1.50  -0.227
O 5.55 3.78 0.10  -0.596
O -8.38 -0.65 1.45  -0.616
O 2.10 -1.50 -7.20  -0.634
O -4.12 1.40 -0.90  -0.756
O -1.57 4.57 -1.25  -0.464
O 0.38 1.32 -1.19  0.086
O 0.06 3.79 0.62  -0.563
O 4.39 -2.49 1.40  -0.537
N 0.05 3.90 9.45  -0.162
N 4.46 -5.50 -3.85  -0.183
N -9.03 -2.42 0.24  -0.138
N 6.60 4.69 1.85  -0.180
N 1.41 -3.58 -7.65  -0.150
N -0.04 3.32 -3.45  -0.406
C 3.71 -2.50 0.46  0.105
C 2.61 -0.54 -0.08  -0.222
C -0.97 4.02 10.47  -0.787
C 5.58 -6.27 -4.38  -0.910
C 1.27 -1.14 -0.63  -0.741
C 2.38 -2.66 -7.37  0.732
C -9.97 -3.33 -0.38  -0.887
C 5.50 -5.05 -1.67  -1.237
C 2.35 -0.05 -3.66  -0.487
C 1.56 -5.00 -7.87  -0.854
C 4.80 3.07 2.25  -0.928
C -1.27 0.69 3.13  1.022
C 6.88 4.93 3.25  -0.860
C 3.84 1.80 -3.50  -0.457
C -0.70 0.50 1.70  -1.157
C 5.66 3.86 1.31  0.691
C -1.32 -0.67 3.87  0.510
C -1.76 -0.01 0.73  -2.205
C -1.73 0.47 -0.76  1.107
C 4.34 -4.91 -2.63  0.898
C 3.81 -3.16 -7.27  -0.920
C 0.95 -0.49 -3.15  -1.113
C -10.74 -0.97 1.25  -1.400
C 3.87 3.03 -2.56  -0.884
C -1.29 2.45 7.98  -0.826
C -5.61 0.14 0.64  -0.651
C -0.01 3.20 8.28  0.672
C -0.94 1.78 -1.16  0.610
C -9.29 -1.32 1.00  0.796
C -5.45 1.01 -0.61  -0.609
B 0.44 -0.10 -1.63  -0.011
B -3.27 0.35 -1.18  1.594
H 5.23 -7.27 -4.63  0.318
H -5.53 -0.92 0.39  0.195
H 4.87 3.30 -2.25  0.398
H 7.14 5.18 1.16  0.238
H -0.52 4.13 -3.83  0.262
H 2.39 -0.41 -4.71  0.190
H -9.80 -3.33 -1.46  0.287
H 1.56 -2.05 -1.16  0.290
H -10.79 -0.08 1.86  0.294
H 4.46 -2.32 -7.04  0.316
H -6.63 0.27 1.03  0.386
H -3.16 -1.13 -2.41  0.301
H 3.05 -3.33 0.19  0.501
H -1.64 -1.09 0.67  0.305
H 4.21 2.12 -4.48  0.344
H 3.90 -3.90 -6.48  -0.019
H 6.40 -4.61 -2.09  0.357
H 4.12 -3.59 -8.22  0.404
H 7.93 4.66 3.45  0.271
H 5.68 -6.10 -1.44  0.403
H 4.11 2.46 1.68  0.028
H -8.04 -2.59 0.11  0.215
H 2.83 0.35 -0.66  -0.156
H 2.59 -0.34 0.99  0.317
H 6.24 4.35 3.90  0.343
H -1.87 3.47 10.21  0.313
H -9.79 -4.34 0.00  0.290
H 0.97 -5.55 -7.14  0.278
H 0.92 4.37 9.59  0.232
H -11.25 -0.77 0.30  0.381
H 6.74 5.99 3.47  0.274
H 4.23 3.75 2.88  0.372
H -11.00 -3.04 -0.18  0.339
H 5.95 -5.78 -5.28  0.253
H 3.66 -5.37 -4.44  0.179
H 3.35 3.84 -3.08  0.334
H 3.23 2.76 -1.72  0.026
H -11.24 -1.79 1.78  0.376
H -1.47 1.70 8.75  0.367
H -1.22 5.08 10.59  0.270
H 0.42 4.57 0.19  0.314
H -1.19 1.95 7.03  -0.016
H 4.49 1.04 -3.04  0.332
H -6.04 1.92 -0.43  0.485
H -4.93 0.44 1.44  0.005
H -1.77 5.33 -0.70  0.420
H -0.58 3.65 11.41  0.268
H -3.18 3.01 -2.46  0.359
H 5.26 -4.53 -0.74  0.156
H -0.21 1.44 1.45  0.475
H 6.38 -6.35 -3.65  0.351
H 0.51 2.88 -4.18  0.262
H 5.41 2.41 2.87  0.347
H 0.62 -1.49 0.19  0.505
H 0.24 -0.11 -3.89  0.321
H 0.11 -0.23 1.81  0.380
H -5.95 0.51 -1.45  0.272
H 0.49 -3.18 -7.69  0.239
H 2.60 -5.32 -7.80  0.311
H 0.94 -1.58 -3.28  0.506
H 3.14 -0.58 -3.12  0.296
H -2.13 3.15 7.92  0.360
H -2.78 0.15 1.10  0.148
H 1.19 -5.25 -8.87  0.297

- HOMO-LUMO gap: 6.319 eV
- Energy above the lowest of the compared OMol25 structures with the same formula, charge and spin: 0.00 kcal per mole
- Total charge: -1

ORCA calculation (ωB97M-V with the def2-TZVPD basis set) on a cluster of 2 separate species, C7H7N5O2S in total at a distorted geometry.

Each line ends with the natural charge from an NBO analysis.
Geometry (Å):
S 3.01 0.57 2.63  -0.016
O 1.07 0.67 -1.61  -0.313
O 0.37 -1.33 -1.10  -0.341
N 3.05 -2.26 -2.30  -0.516
N 2.45 -0.81 -0.64  -0.208
N 3.22 -1.66 -1.16  -0.003
N 0.48 1.10 1.66  -0.446
N 1.17 -0.46 -1.30  0.630
C -3.17 0.63 -0.07  -0.218
C -1.25 1.98 0.30  -0.190
C -2.69 -0.47 0.66  -0.200
C 1.49 0.68 2.21  0.262
C -1.57 -0.26 1.39  -0.213
C -0.72 0.89 1.03  0.116
C -2.50 1.78 -0.26  -0.203
H 4.08 -1.79 -0.49  0.410
H -0.57 2.75 0.18  0.224
H 3.91 -2.88 -2.57  0.343
H -1.34 -1.17 2.04  0.231
H -3.44 -1.29 0.70  0.226
H -4.17 0.72 -0.35  0.208
H -2.88 2.61 -0.95  0.220

- HOMO-LUMO gap: 8.304 eV
- Energy above the lowest of the compared OMol25 structures with the same formula, charge and spin: 0.00 kcal per mole
- Total charge: 0

ORCA calculation (ωB97M-V with the def2-TZVPD basis set) on a cluster of 2 separate species, CH3IS in total at a distorted geometry.

Each line ends with the natural charge from an NBO analysis.
Geometry (Å):
I 2.59 -1.36 -0.60  0.295
S -0.72 -0.21 2.01  -0.365
C 0.62 -0.75 -0.44  -0.430
H -0.23 -1.18 -0.69  0.170
H 0.46 -0.12 2.61  0.115
H 0.40 0.32 -0.46  0.215

- HOMO-LUMO gap (alpha / beta): 6.790 / 6.864 eV
- Energy above the lowest of the compared OMol25 structures with the same formula, charge and spin: 69.68 kcal per mole
- Total charge: 0

ORCA calculation (ωB97M-V with the def2-TZVPD basis set) on an isolated molecule of C4H5NO2S.

Each line ends with the natural charge from an NBO analysis.
Geometry (Å):
S -1.52 -1.36 -0.09  0.027
O 1.74 -1.71 0.02  -0.657
O -1.53 1.77 0.12  -0.508
N -0.34 1.12 -0.03  -0.043
C 0.87 1.75 -0.02  -0.051
C 1.19 -0.47 0.02  0.260
C 1.84 0.78 -0.01  -0.385
C -0.18 -0.25 0.04  -0.181
H 0.92 2.85 -0.01  0.228
H -2.03 1.54 -0.67  0.479
H 2.91 0.97 -0.02  0.226
H 2.71 -1.61 -0.01  0.481
H -1.85 -1.39 1.19  0.124

- SMILES string: Oc1ccn(O)c1S
- HOMO-LUMO gap: 8.849 eV
- Energy above the lowest of the compared OMol25 structures with the same formula, charge and spin: 71.65 kcal per mole
- Total charge: 0

ORCA calculation (ωB97M-V with the def2-TZVPD basis set) on a cluster of 9 separate species, C27H57N3O9 in total at a distorted geometry.

Each line ends with the Mulliken charge.
Geometry (Å):
O 1.24 4.49 -1.84  -0.403
O 0.35 -0.73 -2.27  -0.396
O 4.62 0.05 -1.16  -0.548
O -1.70 0.66 1.07  -0.628
O 4.19 -4.48 3.29  -0.562
O -2.12 2.57 -5.32  -0.715
O -2.73 1.37 6.17  -0.569
O -5.11 -3.06 4.30  -0.690
O -2.34 -5.35 -0.01  -0.681
N -2.96 -4.63 -2.06  -0.126
N -1.33 3.17 -3.30  -0.012
N -3.04 -3.32 3.45  -0.123
C 1.40 6.69 -2.62  -0.882
C 1.40 5.61 -1.55  0.663
C 0.87 -1.66 -2.84  0.710
C -1.82 2.09 5.74  0.885
C -1.86 3.57 5.80  -1.175
C 3.31 -5.00 1.13  -0.880
C -2.84 -5.81 -2.81  -0.980
C 0.22 -3.01 -2.88  -0.959
C 1.72 5.99 -0.13  -0.975
C 2.90 -2.65 2.30  -0.690
C -1.39 1.82 -2.59  -1.134
C -4.44 -5.24 3.41  -0.840
C 2.24 -1.49 -3.38  -1.085
C 3.75 2.33 -1.17  -0.678
C -2.42 -2.06 3.61  -0.972
C -0.59 1.13 1.01  1.067
C -0.56 1.53 5.21  -0.630
C 3.50 -4.10 2.35  0.598
C -2.67 -4.42 -0.75  0.578
C 0.58 0.21 0.80  -0.449
C -1.71 3.43 -4.50  0.715
C 5.80 1.47 -2.65  -1.037
C -2.74 -3.03 -0.16  -0.763
C -4.20 -3.78 3.83  0.691
C 4.76 1.16 -1.60  0.557
C -0.34 2.57 1.23  -0.791
C -1.52 4.93 -4.86  -0.731
H -2.85 -6.72 -2.21  0.304
H -1.85 1.84 -1.61  0.392
H 3.02 -1.36 -2.64  0.142
H 2.22 6.95 0.05  0.377
H -2.28 3.92 4.85  0.263
H 2.50 -4.56 0.55  0.190
H 2.43 -2.43 -3.89  0.393
H 1.43 0.63 0.25  -0.023
H -1.89 1.04 -3.16  0.403
H -2.70 -3.89 2.68  0.223
H 2.38 6.88 -3.04  0.305
H 4.20 -5.04 0.50  0.277
H 0.27 2.24 5.18  0.310
H 5.41 1.19 -3.63  0.241
H -3.59 -6.01 -3.58  0.367
H 3.44 -2.15 1.49  0.215
H 3.18 -2.26 3.28  0.355
H 5.98 2.54 -2.61  0.332
H -0.46 3.10 0.29  0.030
H 3.59 2.36 -0.09  0.289
H 2.51 -0.64 -4.02  0.326
H -1.04 2.94 1.98  0.289
H -1.16 3.98 -2.71  0.143
H -2.46 5.34 -5.25  0.303
H 0.82 -3.85 -3.22  0.496
H -1.76 -2.60 0.00  0.006
H 0.85 5.77 0.49  0.283
H -1.10 5.46 -4.00  0.021
H -5.42 -5.28 2.91  0.257
H 0.98 -0.21 1.72  0.402
H 1.81 -2.57 2.21  0.177
H -1.39 -2.03 3.25  0.249
H -1.88 -5.78 -3.35  0.274
H 3.09 -6.02 1.46  0.334
H 0.71 2.59 1.54  0.324
H -0.88 4.03 5.95  0.331
H -3.39 -2.96 0.71  0.372
H -0.24 -3.20 -1.91  -0.007
H 2.81 2.14 -1.69  0.097
H -3.61 -5.53 2.77  0.190
H -0.70 5.05 -5.56  0.261
H -2.55 3.96 6.55  0.361
H 1.03 7.57 -2.09  0.395
H -2.80 -1.23 3.01  0.342
H -4.37 -5.76 4.36  0.314
H 2.43 5.23 0.19  0.222
H 0.23 -0.66 0.25  -0.249
H -0.15 0.64 5.69  0.386
H -3.22 -2.29 -0.81  0.385
H 6.73 0.98 -2.34  0.319
H 0.72 6.35 -3.40  0.070
H -0.55 -3.04 -3.64  0.350
H 4.12 3.31 -1.46  0.397
H -0.40 1.37 -2.69  0.336
H -2.42 -1.65 4.62  0.394
H -0.78 1.22 4.20  -0.157
H -3.37 -3.90 -2.63  0.268

- SMILES string: CNC(C)=O.CNC(C)=O.CNC(C)=O.CC(C)=O.CC(C)=O.CC(C)=O.CC(C)=O.CC(C)=O.CC(C)=O
- HOMO-LUMO gap: 8.948 eV
- Energy above the lowest of the compared OMol25 structures with the same formula, charge and spin: 42.02 kcal per mole
- Total charge: 0